{
  "formula": "C80H63GeN6O2PSTi",
  "method": "the ωB97M-V functional and the def2-TZVPD basis",
  "total_energy_ev": -196780.055,
  "total_charge": -1,
  "orbital_gap_ev": [3.965, 3.882],
  "multiplicity": 2,
  "homo_energy_ev": [-3.11, -3.11],
  "elements": ["Ti", "C", "C", "C", "C", "C", "C", "C", "C", "C", "C", "C", "N", "C", "C", "C", "C", "C", "C", "C", "C", "C", "C", "C", "C", "C", "N", "C", "C", "C", "C", "C", "C", "C", "C", "C", "C", "C", "C", "N", "C", "C", "N", "C", "C", "C", "C", "C", "C", "H", "H", "H", "H", "H", "H", "H", "H", "H", "H", "H", "H", "H", "H", "H", "H", "H", "H", "H", "H", "H", "H", "H", "H", "H", "H", "H", "H", "O", "C", "O", "C", "P", "C", "C", "C", "C", "C", "C", "C", "C", "C", "C", "C", "C", "H", "H", "H", "H", "H", "H", "H", "H", "H", "H", "H", "H", "C", "C", "C", "C", "C", "C", "Ge", "C", "C", "C", "C", "C", "C", "C", "C", "C", "C", "C", "C", "H", "H", "H", "H", "H", "H", "H", "H", "H", "H", "H", "H", "H", "H", "H", "S", "C", "N", "C", "C", "C", "N", "H", "H", "H", "H", "H", "H", "H", "H"],
  "positions_angstrom": [[0.41294, 1.17997, -1.85666], [-6.43326, 3.09451, -4.90268], [-5.56314, 2.30116, -5.63871], [-4.32302, 1.95947, -5.11843], [-3.92497, 2.41469, -3.86283], [-4.80868, 3.20558, -3.13018], [-6.05422, 3.53992, -3.64366], [-2.57822, 2.06530, -3.33690], [-2.26779, 0.71417, -3.19499], [-3.18596, -0.37853, -3.40002], [-2.46508, -1.51879, -3.33428], [-1.09975, -1.12672, -3.10432], [-1.01544, 0.23059, -2.94965], [0.02213, -1.92067, -3.30362], [1.32941, -1.42935, -3.18845], [2.48532, -2.20469, -3.52010], [3.56795, -1.49888, -3.10518], [3.08009, -0.28243, -2.52458], [3.86299, 0.61137, -1.78700], [5.28516, 0.28054, -1.52290], [5.73581, 0.16411, -0.20638], [7.05858, -0.14533, 0.07573], [7.96376, -0.34867, -0.95707], [7.53003, -0.22759, -2.27006], [6.20517, 0.08143, -2.54812], [3.36771, 1.81998, -1.27165], [2.11361, 2.29454, -1.52128], [2.10764, 3.59738, -1.10115], [1.13583, 4.53304, -1.45539], [1.38408, 5.96356, -1.10697], [1.15634, 6.43337, 0.18163], [1.37440, 7.77016, 0.49215], [1.82654, 8.64955, -0.48220], [2.06382, 8.18530, -1.77002], [1.84412, 6.84973, -2.07789], [-0.00422, 4.22651, -2.19822], [-0.95342, 5.19568, -2.66844], [-1.97896, 4.50039, -3.22033], [-1.68448, 3.10518, -3.04748], [-0.44837, 2.95907, -2.47654], [3.36820, 3.92985, -0.50027], [4.15499, 2.83344, -0.61841], [1.70864, -0.23252, -2.63240], [-0.17006, -3.33513, -3.74724], [-0.17387, -3.64211, -5.10570], [-0.38370, -4.94652, -5.53431], [-0.58741, -5.95831, -4.60500], [-0.57883, -5.65944, -3.24969], [-0.37156, -4.35429, -2.81928], [-7.40028, 3.36514, -5.30969], [-5.85115, 1.95453, -6.62422], [-3.63789, 1.34209, -5.68877], [-4.51034, 3.54507, -2.14413], [-6.73231, 4.15007, -3.05794], [-4.24891, -0.28000, -3.55484], [-2.81604, -2.52962, -3.46789], [2.46610, -3.17301, -3.99671], [4.60472, -1.79012, -3.17591], [5.02291, 0.30705, 0.59997], [7.37930, -0.23750, 1.10777], [8.99637, -0.59396, -0.74101], [8.23213, -0.37010, -3.08349], [5.88516, 0.19301, -3.57847], [0.80192, 5.74419, 0.94115], [1.18698, 8.12697, 1.49812], [1.99642, 9.69099, -0.23787], [2.42584, 8.86356, -2.53388], [2.02709, 6.47740, -3.08058], [-0.84205, 6.26599, -2.58774], [-2.86511, 4.89606, -3.69029], [3.62622, 4.88981, -0.08055], [5.18721, 2.73889, -0.32177], [-0.01912, -2.84579, -5.82728], [-0.39741, -5.17166, -6.59497], [-0.75663, -6.97625, -4.93704], [-0.74708, -6.44085, -2.51783], [-0.36279, -4.11474, -1.76242], [-1.30508, 1.38248, -0.45118], [-0.51459, 1.01889, 0.45226], [0.66576, 0.67369, 0.14562], [-0.92399, 1.00040, 1.90572], [0.45412, 0.36608, 2.96353], [-0.35334, 0.53054, 4.62053], [-1.73363, 0.56143, 4.81179], [-2.27411, 0.49005, 6.09224], [-1.44807, 0.38867, 7.19978], [-0.06811, 0.36950, 7.02483], [0.46822, 0.43030, 5.74915], [1.57723, 1.83029, 3.07059], [1.16858, 3.16042, 3.05526], [2.09169, 4.18534, 3.21956], [3.43603, 3.89441, 3.41381], [3.85693, 2.57321, 3.43206], [2.93211, 1.55160, 3.24972], [-1.77188, 0.31823, 1.98717], [-1.25607, 2.00176, 2.18502], [-2.40683, 0.62687, 3.96495], [-3.35125, 0.50759, 6.21378], [-1.87320, 0.31118, 8.19355], [0.58922, 0.29709, 7.88431], [1.54599, 0.40444, 5.61412], [0.12046, 3.40807, 2.92415], [1.76193, 5.21884, 3.20114], [4.15278, 4.69849, 3.53693], [4.90680, 2.33952, 3.57538], [3.25235, 0.51420, 3.23689], [-0.02173, -4.95993, 3.94119], [-0.67350, -5.59632, 2.89284], [-1.49167, -4.87209, 2.03013], [-1.68337, -3.49710, 2.18248], [-1.03549, -2.88472, 3.26174], [-0.22135, -3.59621, 4.13610], [-2.57383, -2.35648, 0.77191], [-4.11387, -3.58854, 0.23666], [-4.00914, -4.38342, -0.90825], [-5.06739, -5.16758, -1.36137], [-6.27219, -5.17231, -0.67187], [-6.40060, -4.40113, 0.47675], [-5.33567, -3.62123, 0.92038], [-3.66797, -1.16251, 2.02763], [-3.96439, -1.48730, 3.35711], [-4.73205, -0.64770, 4.16154], [-5.22974, 0.54475, 3.65052], [-4.95460, 0.88751, 2.33232], [-4.18173, 0.04425, 1.53869], [0.64134, -5.51697, 4.59557], [-0.54475, -6.66541, 2.75031], [-1.99493, -5.38977, 1.21605], [-1.17914, -1.82140, 3.43025], [0.25658, -3.08592, 4.96916], [-3.07276, -4.38871, -1.45758], [-4.95589, -5.76619, -2.26154], [-7.10676, -5.76668, -1.02932], [-7.33762, -4.40332, 1.02598], [-5.46345, -3.02306, 1.81550], [-3.58572, -2.41547, 3.77235], [-4.93996, -0.92401, 5.19173], [-5.82122, 1.20520, 4.27674], [-5.33721, 1.81889, 1.92369], [-3.94605, 0.33495, 0.51552], [0.91690, -2.49202, 0.03147], [2.43679, -2.74091, 0.70048], [3.47349, -3.27363, -0.00334], [4.80168, -3.45299, 0.55535], [4.65796, -3.83809, 2.01676], [3.86971, -2.76100, 2.73933], [2.65974, -2.46288, 1.99933], [3.36822, -3.22075, -1.00391], [5.40815, -2.54341, 0.45811], [5.30395, -4.24978, 0.00264], [5.63780, -3.96756, 2.47920], [4.10843, -4.78118, 2.07877], [4.48911, -1.85982, 2.85319], [3.58908, -3.09896, 3.73938], [1.85466, -2.09147, 2.48509]],
  "atomic_forces_ev_per_a": [[-0.5231, 0.0169, 0.7829], [0.0462, -0.0102, -0.0087], [-0.0209, 0.0158, -0.0014], [0.0309, 0.0220, -0.0739], [-0.0834, 0.0621, 0.0174], [-0.0090, -0.0197, 0.0812], [0.0031, 0.0252, 0.0182], [0.1168, -0.1315, 0.1047], [-0.1119, 0.2733, -0.0407], [-0.0387, -0.1125, 0.0022], [-0.1198, 0.0139, -0.0671], [0.3630, -0.0387, -0.3250], [-0.8914, -0.5654, -0.5116], [0.1133, 0.1373, 0.0262], [-0.2363, -0.1369, 0.0483], [0.1891, -0.0111, 0.0289], [-0.0384, -0.2267, -0.1050], [0.1773, 0.0587, 0.4013], [-0.3934, 0.1837, -0.0259], [0.1528, -0.0753, 0.1384], [-0.1126, -0.0429, 0.0716], [-0.0136, -0.0137, 0.0298], [-0.0559, 0.0358, -0.0050], [0.0449, -0.0425, -0.0024], [0.0971, 0.1258, -0.1552], [0.1759, -0.1904, -0.2286], [0.7590, 0.6426, 0.2569], [-0.0216, 0.1891, -0.2011], [0.0284, -0.1160, -0.0819], [-0.0471, -0.0344, -0.0471], [-0.0382, 0.0414, 0.0737], [0.0195, -0.0221, 0.0052], [0.0109, -0.0375, -0.0089], [0.0076, -0.0134, 0.0245], [0.0083, 0.0154, -0.0267], [0.0319, 0.0303, 0.3018], [-0.0840, -0.0441, -0.0893], [0.0571, 0.1458, 0.0542], [-0.0445, -0.1264, -0.0677], [-0.3070, 0.6327, -0.3869], [0.0992, -0.0681, 0.0832], [-0.0187, 0.0830, 0.0705], [0.4094, -0.6168, -0.3126], [-0.0570, -0.0127, 0.0416], [-0.0196, -0.0045, -0.0270], [0.0127, 0.0188, -0.0211], [0.0139, -0.0074, -0.0083], [-0.0201, 0.0441, 0.0074], [-0.0478, 0.0143, 0.0099], [0.0214, -0.0223, 0.0241], [0.0235, -0.0194, 0.0352], [-0.0513, 0.0305, -0.0067], [-0.0428, -0.0138, -0.0452], [0.0373, -0.0326, -0.0110], [0.0584, -0.0003, -0.0148], [0.0510, -0.0067, 0.0843], [-0.0190, 0.0375, 0.0546], [-0.0813, 0.0022, 0.0361], [0.0300, -0.0078, -0.0200], [-0.0162, 0.0087, -0.0444], [-0.0208, 0.0100, -0.0093], [-0.0474, 0.0050, 0.0061], [-0.0047, -0.0034, 0.0555], [0.0150, 0.0300, -0.0606], [0.0040, -0.0178, -0.0205], [-0.0061, -0.0156, -0.0099], [-0.0216, -0.0242, 0.0175], [-0.0028, 0.0419, 0.0521], [-0.0121, -0.0628, -0.0056], [0.0355, -0.0203, 0.0326], [-0.0060, -0.0308, -0.0483], [-0.0404, -0.0287, -0.0130], [-0.0225, -0.0458, 0.0298], [0.0158, 0.0162, 0.0411], [0.0024, 0.0350, 0.0065], [0.0162, 0.0272, -0.0137], [0.0031, 0.0053, -0.0003], [0.2956, 0.2404, 0.0021], [-0.1404, -0.2282, 0.4934], [0.2659, 0.1442, -0.1415], [0.4439, -0.1401, -0.2827], [-0.2764, 0.3359, 0.0888], [0.0836, -0.1637, 0.0891], [0.0741, 0.1081, -0.0711], [0.0213, 0.0510, 0.0307], [0.0198, 0.0026, -0.0364], [0.0403, -0.0013, -0.0198], [-0.0140, 0.0529, -0.0606], [0.0884, -0.1870, 0.0104], [0.0212, 0.1238, -0.0005], [-0.0672, -0.0222, -0.0303], [0.0221, 0.0143, -0.0347], [0.0207, -0.0343, -0.0361], [-0.0479, 0.0762, -0.0610], [0.0108, 0.0627, 0.0068], [-0.1457, -0.0602, 0.0664], [0.0209, -0.0032, 0.0973], [0.0918, -0.0042, -0.0228], [0.0109, 0.0421, -0.0163], [-0.0193, -0.0119, -0.0312], [-0.0256, -0.0250, 0.0579], [0.0431, -0.0181, 0.0214], [0.0081, -0.0477, 0.0146], [-0.0229, -0.0331, 0.0162], [-0.0545, 0.0001, -0.0122], [0.0372, 0.0265, 0.0107], [0.0504, 0.0540, 0.0318], [-0.0292, -0.0091, -0.0769], [0.0079, 0.0119, 0.0765], [-0.0897, 0.0547, -0.0225], [0.0308, -0.1733, 0.0138], [0.0146, 0.0311, -0.0766], [-0.1212, 0.1034, -0.2445], [-0.0252, 0.1043, 0.2962], [-0.0878, -0.0250, 0.0848], [0.0801, 0.0100, -0.0320], [-0.0354, -0.0149, -0.0077], [0.0626, 0.0712, 0.0260], [-0.0724, -0.1887, -0.1892], [-0.0368, -0.2704, 0.0832], [-0.1965, 0.1704, -0.0226], [-0.0912, -0.1253, -0.0917], [-0.0067, -0.0141, 0.0677], [0.0547, 0.0245, -0.0927], [-0.0195, -0.0205, 0.0266], [-0.0852, -0.0009, 0.0264], [0.0114, 0.0425, -0.0272], [0.0425, 0.0065, 0.0336], [0.0188, -0.0541, 0.0209], [-0.0071, -0.0073, -0.0402], [0.0292, 0.0412, -0.0885], [0.0141, 0.0223, 0.0538], [0.0378, 0.0016, 0.0203], [0.0343, 0.0094, -0.0150], [-0.0166, -0.0077, -0.0145], [-0.0239, 0.0225, 0.0128], [-0.0138, -0.0175, -0.0708], [0.0104, -0.0287, -0.0319], [0.0267, -0.0530, 0.0210], [-0.0344, 0.0051, 0.0717], [0.5343, -0.0383, 0.1146], [-0.3299, -0.1299, -0.1887], [0.1408, 0.1375, 0.0486], [-0.0344, -0.0010, -0.0484], [-0.0367, -0.0357, 0.0034], [-0.0038, 0.0640, -0.0142], [0.0282, -0.0104, 0.0878], [-0.1347, -0.0829, 0.0253], [0.0054, -0.0162, 0.0126], [-0.0072, 0.0411, -0.0239], [-0.0218, -0.0065, -0.0047], [0.0665, -0.0054, 0.0214], [-0.0112, -0.0248, 0.0053], [-0.0018, 0.0396, -0.0114], [-0.0655, -0.0118, -0.0019]]
}